{
  "formula": "C29H77N20O36",
  "method": "the ωB97M-V functional and the def2-TZVPD basis",
  "spin_multiplicity": 1,
  "charge": 1,
  "lumo_ev": -2.8,
  "species": ["C", "C", "O", "O", "C", "C", "C", "C", "C", "C", "C", "N", "C", "N", "C", "C", "N", "H", "H", "H", "H", "H", "H", "H", "H", "H", "H", "H", "H", "H", "H", "H", "H", "H", "H", "H", "H", "H", "H", "H", "H", "H", "H", "C", "N", "O", "O", "H", "H", "H", "C", "N", "O", "O", "H", "H", "H", "C", "N", "O", "O", "H", "H", "H", "C", "N", "O", "O", "H", "H", "H", "C", "N", "O", "O", "H", "H", "H", "C", "N", "O", "O", "H", "H", "H", "C", "N", "O", "O", "H", "H", "H", "C", "N", "O", "O", "H", "H", "H", "C", "N", "O", "O", "H", "H", "H", "C", "N", "O", "O", "H", "H", "H", "C", "N", "O", "O", "H", "H", "H", "C", "N", "O", "O", "H", "H", "H", "C", "N", "O", "O", "H", "H", "H", "C", "N", "O", "O", "H", "H", "H", "C", "N", "O", "O", "H", "H", "H", "C", "N", "O", "O", "H", "H", "H", "C", "N", "O", "O", "H", "H", "H"],
  "xyz": [[4.423, -0.986, 0.720], [3.486, -0.470, 1.782], [3.654, -0.650, 2.945], [2.382, 0.190, 1.338], [2.618, 1.363, 0.533], [1.718, 1.374, -0.703], [1.488, 0.021, -1.378], [2.500, -0.405, -2.478], [3.715, 0.506, -2.660], [4.851, -0.154, -3.448], [5.035, 0.413, -4.861], [3.769, 0.338, -5.567], [6.108, -0.394, -5.606], [7.426, -0.325, -4.890], [7.865, 1.090, -4.598], [6.717, 2.009, -4.160], [5.449, 1.807, -4.831], [3.911, -1.112, -0.231], [4.852, -1.924, 1.058], [5.230, -0.267, 0.576], [3.677, 1.467, 0.293], [2.368, 2.218, 1.163], [0.746, 1.741, -0.371], [2.097, 2.120, -1.400], [1.428, -0.763, -0.626], [0.499, 0.066, -1.832], [2.870, -1.405, -2.234], [1.995, -0.479, -3.439], [3.413, 1.393, -3.218], [4.096, 0.847, -1.699], [5.780, -0.086, -2.877], [4.653, -1.225, -3.565], [3.684, -0.501, -6.128], [3.642, 1.129, -6.186], [5.851, -1.444, -5.740], [6.255, 0.054, -6.589], [7.403, -0.835, -4.001], [8.130, -0.805, -5.449], [8.429, 1.452, -5.456], [8.555, 1.018, -3.763], [6.564, 1.876, -3.091], [7.041, 3.035, -4.295], [5.495, 2.158, -5.781], [-2.090, 0.610, 0.768], [-2.662, 1.420, -0.346], [-3.806, 1.805, -0.230], [-1.943, 1.640, -1.298], [-2.849, 0.496, 1.531], [-1.795, -0.347, 0.346], [-1.218, 1.144, 1.134], [11.014, -1.058, -1.524], [9.992, -1.111, -2.599], [10.278, -1.580, -3.678], [8.880, -0.667, -2.343], [11.929, -1.495, -1.903], [11.133, -0.010, -1.262], [10.620, -1.622, -0.684], [-6.067, 3.921, 0.599], [-6.392, 4.673, 1.842], [-7.010, 5.706, 1.749], [-5.998, 4.188, 2.889], [-6.443, 4.481, -0.249], [-4.990, 3.806, 0.565], [-6.539, 2.946, 0.677], [13.355, -4.553, 1.148], [12.770, -3.689, 0.088], [11.566, -3.516, 0.084], [13.533, -3.198, -0.716], [12.548, -4.907, 1.778], [13.868, -5.368, 0.647], [14.065, -3.945, 1.699], [7.158, 7.206, -3.263], [7.098, 5.795, -3.731], [8.010, 5.369, -4.414], [6.131, 5.137, -3.403], [8.069, 7.652, -3.640], [6.279, 7.714, -3.642], [7.136, 7.176, -2.177], [1.368, 1.600, 4.182], [1.664, 2.995, 4.596], [1.978, 3.199, 5.751], [1.573, 3.849, 3.737], [1.506, 0.947, 5.036], [0.340, 1.581, 3.831], [2.050, 1.344, 3.381], [-6.329, 0.927, 3.849], [-5.508, 0.280, 2.792], [-6.075, -0.349, 1.922], [-4.306, 0.427, 2.862], [-7.371, 0.705, 3.658], [-5.994, 0.528, 4.802], [-6.125, 1.994, 3.796], [-5.859, -3.130, 0.621], [-6.421, -4.253, -0.177], [-6.216, -4.266, -1.370], [-7.058, -5.092, 0.430], [-5.324, -2.469, -0.048], [-6.690, -2.622, 1.099], [-5.205, -3.566, 1.370], [6.473, 0.119, 4.606], [7.834, -0.321, 4.192], [8.544, 0.482, 3.621], [8.137, -1.469, 4.435], [6.354, 1.156, 4.316], [5.760, -0.524, 4.098], [6.397, -0.008, 5.681], [-7.015, -8.257, 1.769], [-6.342, -8.602, 3.050], [-5.198, -9.002, 3.015], [-6.994, -8.447, 4.065], [-6.314, -8.427, 0.960], [-7.894, -8.885, 1.681], [-7.303, -7.213, 1.826], [-10.557, -5.750, 2.162], [-10.675, -7.164, 1.723], [-9.832, -7.583, 0.953], [-11.593, -7.816, 2.169], [-9.676, -5.324, 1.696], [-11.462, -5.236, 1.855], [-10.467, -5.762, 3.245], [7.776, 12.209, -3.727], [7.717, 10.810, -4.228], [8.618, 10.402, -4.925], [6.744, 10.155, -3.902], [8.686, 12.663, -4.099], [6.886, 12.713, -4.094], [7.756, 12.162, -2.642], [-10.034, -4.255, 5.983], [-10.704, -3.461, 4.914], [-11.912, -3.362, 4.952], [-9.989, -2.970, 4.065], [-10.797, -4.629, 6.655], [-9.492, -5.062, 5.497], [-9.339, -3.592, 6.487], [-15.293, -4.120, 1.961], [-13.939, -4.338, 1.389], [-13.296, -3.376, 1.033], [-13.552, -5.491, 1.316], [-15.490, -3.055, 1.960], [-15.993, -4.667, 1.336], [-15.284, -4.532, 2.965], [4.153, 9.480, -6.238], [3.582, 10.215, -5.076], [3.923, 11.367, -4.915], [2.811, 9.603, -4.369], [4.821, 10.147, -6.768], [4.680, 8.616, -5.846], [3.320, 9.166, -6.860], [-13.198, -7.717, -1.214], [-14.296, -7.836, -2.211], [-14.054, -8.377, -3.268], [-15.372, -7.373, -1.893], [-12.303, -8.165, -1.630], [-13.064, -6.659, -1.012], [-13.519, -8.227, -0.311], [-1.349, 1.728, 7.221], [-2.238, 0.951, 6.311], [-1.951, 0.899, 5.131], [-3.202, 0.419, 6.814], [-0.536, 2.147, 6.642], [-1.958, 2.502, 7.676], [-0.991, 1.040, 7.981]],
  "mulliken_charge": [-0.850, 0.498, -0.536, -0.166, -0.487, -0.792, -0.471, -1.473, 0.000, -1.572, 1.308, -0.429, -1.656, 0.085, -0.787, -0.141, -0.408, -0.011, 0.482, 0.286, 0.369, 0.366, 0.398, 0.395, 0.438, 0.358, 0.340, 0.472, 0.511, -0.165, 0.436, 0.522, 0.295, 0.294, 0.558, 0.297, 0.397, 0.398, 0.439, 0.257, 0.219, 0.139, 0.435, -0.269, 1.039, -0.586, -0.584, 0.186, 0.251, 0.088, -0.827, 0.858, -0.547, -0.514, 0.379, 0.307, 0.313, -0.645, 0.901, -0.535, -0.565, 0.329, 0.256, 0.240, -0.707, 0.881, -0.539, -0.517, 0.322, 0.283, 0.284, -0.634, 0.899, -0.561, -0.506, 0.303, 0.183, 0.294, -0.135, 0.985, -0.578, -0.581, 0.300, 0.205, -0.227, -0.705, 0.969, -0.565, -0.646, 0.313, 0.302, 0.229, -0.805, 0.880, -0.532, -0.501, 0.323, 0.329, 0.292, -0.583, 0.907, -0.546, -0.532, 0.283, 0.174, 0.298, -0.475, 0.926, -0.560, -0.559, 0.307, 0.274, 0.102, -0.321, 1.084, -0.618, -0.569, 0.180, -0.087, 0.359, -0.694, 0.806, -0.529, -0.439, 0.302, 0.276, 0.291, -0.731, 0.865, -0.519, -0.473, 0.304, 0.287, 0.289, -0.800, 0.855, -0.510, -0.505, 0.307, 0.308, 0.306, -0.637, 0.902, -0.508, -0.536, 0.302, 0.171, 0.306, -0.610, 0.886, -0.541, -0.545, 0.327, 0.193, 0.279, -0.584, 0.900, -0.477, -0.550, 0.132, 0.299, 0.289]
}